DFT (ωB97M-V/def2-TZVPD) results for a gas-phase ion, C2H4ClN4 (charge +1) at a distorted geometry.

```
! wB97M-V def2-TZVPD RIJCOSX def2/J DEFGRID3
* xyz 1 1
C -0.273 -2.084 -0.423
C 0.601 1.260 -0.471
N -1.380 -1.719 0.237
N 0.636 -1.136 -0.580
N 0.407 0.041 -0.344
N -1.530 -0.457 0.583
Cl -2.562 0.725 -0.285
H -0.259 -2.999 -0.919
H 0.156 2.104 0.080
H 1.568 1.552 -0.849
H -1.761 -0.480 1.549
*
```

E_LUMO, eV: -6.6487
Kohn-Sham gap, eV: 8.09
HOMO, eV: -14.74
E, hartree: -757.3309
SMILES: C=N/N=C\N=[NH+]\Cl


DFT (ωB97M-V/def2-TZVPD) results for 2 unconnected molecules or ions with the total composition C2H4ClNO.

```
! wB97M-V def2-TZVPD RIJCOSX def2/J DEFGRID3
* xyz 0 1
C 1.391 0.255 -0.386
C -1.508 -0.729 1.516
N 0.551 0.429 -1.279
O -1.870 -0.347 0.320
Cl 3.047 0.779 -0.372
H -2.469 -0.883 2.061
H 1.116 -0.269 0.523
H 0.851 0.928 -2.112
H -1.108 -0.164 -0.272
*
```

E_LUMO, eV: 0.8506
Kohn-Sham gap, eV: 9.42
HOMO, eV: -8.57
E, hartree: -668.6773


DFT (ωB97M-V/def2-TZVPD) results for a single C2H4ClNO2 molecule at a distorted geometry.

```
! wB97M-V def2-TZVPD RIJCOSX def2/J DEFGRID3
* xyz 0 1
C 0.249 -0.673 -0.051
C -1.211 -0.402 -0.215
N 1.027 0.416 -0.222
O 0.674 -1.808 0.070
O 0.631 1.661 0.145
Cl 3.115 0.300 0.151
H -1.883 -0.766 0.629
H -1.295 0.689 -0.385
H -1.696 -0.916 -1.158
H 0.389 1.499 1.036
*
```

E_LUMO (alpha / beta), eV: -1.9613 / -1.9613
Kohn-Sham gap (alpha / beta), eV: 8.49 / 8.49
HOMO (alpha / beta), eV: -10.45 / -10.45
E, hartree: -743.8924
SMILES: CC(=O)N(O)Cl


DFT (ωB97M-V/def2-TZVPD) results for 2 unconnected molecules or ions with the total composition C2H4ClNOS at a distorted geometry.

```
! wB97M-V def2-TZVPD RIJCOSX def2/J DEFGRID3
* xyz 0 1
C -0.199 -1.167 0.929
C -0.229 -0.787 -1.609
N 0.249 -0.659 -0.202
O -1.264 -1.694 1.112
S 2.711 0.545 0.104
Cl 4.336 -0.501 0.123
H 0.396 -0.876 1.864
H 0.268 0.030 -2.269
H 0.126 -1.805 -1.920
H -1.235 -0.501 -1.833
*
```

E_LUMO (alpha / beta), eV: -3.5421 / -3.5443
Kohn-Sham gap (alpha / beta), eV: 5.97 / 5.99
HOMO (alpha / beta), eV: -9.51 / -9.53
E, hartree: -1066.8153


DFT (ωB97M-V/def2-TZVPD) results for a single C2H4ClNSi molecule at a distorted geometry.

```
! wB97M-V def2-TZVPD RIJCOSX def2/J DEFGRID3
* xyz 0 1
C 0.247 0.163 2.267
C 0.260 0.292 3.526
N 0.357 0.518 -0.385
Si -0.241 -0.587 0.695
Cl 0.614 0.903 4.982
H 0.715 1.511 -0.201
H 0.059 0.338 -1.258
H 0.263 -2.008 0.644
H -1.597 -0.780 0.336
*
```

E_LUMO, eV: 0.4466
Kohn-Sham gap, eV: 10.10
HOMO, eV: -9.65
E, hartree: -882.9727
SMILES: N[SiH2]C#CCl


DFT (ωB97M-V/def2-TZVPD) results for a single C2H4ClOP molecule at a distorted geometry.

```
! wB97M-V def2-TZVPD RIJCOSX def2/J DEFGRID3
* xyz 0 1
C 0.255 -1.690 -0.417
C -0.074 -0.611 0.202
O 0.278 1.878 0.977
P 0.276 1.141 -0.493
Cl -1.751 1.426 -1.258
H 0.053 -2.518 0.220
H 0.540 -1.669 -1.396
H -0.414 -0.609 1.187
H 0.836 2.652 0.978
*
```

E_LUMO, eV: 0.6291
Kohn-Sham gap, eV: 10.21
HOMO, eV: -9.58
E, hartree: -955.3898
SMILES: C=CP(O)Cl


DFT (ωB97M-V/def2-TZVPD) results for a single C2H4ClOP molecule at a distorted geometry.

```
! wB97M-V def2-TZVPD RIJCOSX def2/J DEFGRID3
* xyz 0 1
C -0.582 -0.215 0.792
C 1.035 0.201 -1.200
O 0.366 -0.817 -0.550
P -1.798 -1.216 1.298
Cl -2.514 -0.063 2.794
H -0.213 0.752 1.054
H 0.364 0.810 -1.819
H 1.754 -0.306 -1.852
H 1.590 0.853 -0.516
*
```

E_LUMO, eV: -0.1374
Kohn-Sham gap, eV: 9.22
HOMO, eV: -9.35
E, hartree: -955.3030
SMILES: CO/C=P/Cl


DFT (ωB97M-V/def2-TZVPD) results for a single C2H4ClOP molecule at a distorted geometry.

```
! wB97M-V def2-TZVPD RIJCOSX def2/J DEFGRID3
* xyz 0 1
C 0.796 -0.161 0.130
C -0.364 0.241 -0.772
O 0.497 0.661 1.264
P -1.032 0.899 0.869
Cl -1.856 -1.229 1.140
H 1.059 -1.265 0.292
H 1.891 0.248 -0.245
H 0.001 1.028 -1.350
H -0.993 -0.422 -1.327
*
```

E_LUMO, eV: 0.3405
Kohn-Sham gap, eV: 10.29
HOMO, eV: -9.95
E, hartree: -955.3717


DFT (ωB97M-V/def2-TZVPD) results for a single C2H4ClOP molecule at a distorted geometry.

```
! wB97M-V def2-TZVPD RIJCOSX def2/J DEFGRID3
* xyz 0 1
C -0.047 0.848 0.148
C -0.658 -0.501 -0.253
O -1.003 1.892 0.090
P -2.359 0.014 -1.008
Cl -3.512 -0.103 0.547
H 0.292 0.934 1.256
H 0.751 1.025 -0.726
H 0.068 -1.081 -0.833
H -0.931 -1.228 0.533
*
```

E_LUMO (alpha / beta), eV: -1.2666 / -1.5257
Kohn-Sham gap (alpha / beta), eV: 8.67 / 6.90
HOMO (alpha / beta), eV: -9.93 / -8.43
E, hartree: -955.2751


DFT (ωB97M-V/def2-TZVPD) results for a single C2H4ClPS2 molecule at a distorted geometry.

```
! wB97M-V def2-TZVPD RIJCOSX def2/J DEFGRID3
* xyz 0 1
C 0.434 -0.046 1.229
C 0.599 -0.042 -1.294
P -0.777 0.367 -0.041
S -1.703 2.051 0.079
S 1.700 0.544 0.051
Cl -2.097 -1.499 0.031
H 0.207 0.617 2.112
H 0.455 -1.216 1.481
H 0.559 -1.240 -1.368
H 0.624 0.463 -2.279
*
```

E_LUMO, eV: -0.0665
Kohn-Sham gap, eV: 9.48
HOMO, eV: -9.54
E, hartree: -1676.5292


DFT (ωB97M-V/def2-TZVPD) results for a molecular structure, C2H4CsO4 at a distorted geometry.

```
! wB97M-V def2-TZVPD RIJCOSX def2/J DEFGRID3
* xyz -1 1
Cs 1.995 0.777 -0.455
C -1.059 3.614 -0.828
O -0.149 2.703 -0.637
O -2.267 3.474 -0.371
O -0.781 4.681 -1.488
C 0.202 -2.786 0.431
O 1.165 -1.805 0.792
H 0.243 -3.659 1.082
H -0.798 -2.358 0.355
H 0.430 -3.140 -0.574
H 1.019 -1.501 1.692
*
```

E_LUMO, eV: 1.2275
Kohn-Sham gap, eV: 1.90
HOMO, eV: -0.68
E, hartree: -399.6746


DFT (ωB97M-V/def2-TZVPD) results for a molecular structure, C2H4CuLiO2 at a distorted geometry.

```
! wB97M-V def2-TZVPD RIJCOSX def2/J DEFGRID3
* xyz 0 1
O -1.804 -1.116 -2.679
C -0.294 0.426 1.610
C 0.788 0.754 0.873
O 1.271 0.063 -0.148
H -2.671 -1.476 -2.495
H -0.804 -0.534 1.478
H -0.651 1.105 2.384
H 1.355 1.662 1.142
Li 2.972 -0.393 -0.458
Cu -0.161 -0.491 -1.706
*
```

E_LUMO, eV: -1.5992
Kohn-Sham gap, eV: 6.09
HOMO, eV: -7.68
E, hartree: -1877.0476


DFT (ωB97M-V/def2-TZVPD) results for 2 unconnected molecules or ions with the total composition C2H4F2OS at a distorted geometry.

```
! wB97M-V def2-TZVPD RIJCOSX def2/J DEFGRID3
* xyz 0 3
C -0.223 0.601 -1.365
C 0.519 -0.020 -0.213
O 1.467 -0.407 2.137
F -1.470 -0.739 1.502
F 0.643 -1.309 -0.256
S 1.022 0.697 1.202
H -0.053 -0.062 -2.160
H -1.202 0.648 -1.045
H -0.025 1.655 -1.558
H -0.678 -1.064 1.756
*
```

E_LUMO (alpha / beta), eV: 0.7579 / -2.3454
Kohn-Sham gap (alpha / beta), eV: 7.70 / 8.63
HOMO (alpha / beta), eV: -6.94 / -10.97
E, hartree: -751.6133


DFT (ωB97M-V/def2-TZVPD) results for 2 unconnected molecules or ions with the total composition C2H4F2Si at a distorted geometry.

```
! wB97M-V def2-TZVPD RIJCOSX def2/J DEFGRID3
* xyz 0 3
C 2.123 1.339 0.096
C 2.699 0.309 0.089
F 3.091 -0.970 0.249
F -1.371 -1.293 -1.326
Si -1.956 -0.516 -0.025
H 1.902 2.331 -0.011
H -2.762 -1.431 0.688
H -2.905 0.312 -0.531
H -0.822 -0.082 0.771
*
```

E_LUMO (alpha / beta), eV: 1.0187 / -4.0168
Kohn-Sham gap (alpha / beta), eV: 6.38 / 7.40
HOMO (alpha / beta), eV: -5.37 / -11.41
E, hartree: -567.5204


DFT (ωB97M-V/def2-TZVPD) results for a molecular structure, C2H4F3GaNO5S2 at a distorted geometry.

```
! wB97M-V def2-TZVPD RIJCOSX def2/J DEFGRID3
* xyz 1 1
N 0.315 1.045 0.372
S 1.680 1.234 -0.736
O 2.743 0.843 0.340
O 1.671 0.021 -1.652
S -0.275 -0.387 0.835
O 0.856 -1.328 0.620
O -0.839 -0.791 2.118
C -1.874 -0.370 -0.154
F -2.743 0.426 0.437
F -1.642 0.061 -1.379
F -2.399 -1.573 -0.251
Ga 2.507 -1.078 -0.244
O 3.613 -2.356 -0.396
H 4.525 -2.347 -0.108
C 0.575 2.251 1.486
H -0.092 3.001 1.036
H 1.501 2.140 2.068
H -0.001 2.304 2.421
*
```

E_LUMO, eV: -4.7525
Kohn-Sham gap, eV: 11.19
HOMO, eV: -15.94
E, hartree: -3529.9789


DFT (ωB97M-V/def2-TZVPD) results for a molecular structure, C2H4F3OPt at a distorted geometry.

```
! wB97M-V def2-TZVPD RIJCOSX def2/J DEFGRID3
* xyz 0 4
C 0.302 1.010 -0.365
F -0.908 1.528 -0.580
F 1.063 1.182 -1.473
Pt 0.304 -1.805 -1.440
O 0.259 -0.295 -0.027
H 0.017 -0.614 -2.552
C -0.368 -0.613 1.236
H -1.363 -0.157 1.292
H -0.446 -1.705 1.253
H 0.275 -0.268 2.052
F 0.864 1.737 0.603
*
```

E_LUMO (alpha / beta), eV: 0.3959 / -2.2518
Kohn-Sham gap (alpha / beta), eV: 6.42 / 8.33
HOMO (alpha / beta), eV: -6.03 / -10.58
E, hartree: -572.5456


DFT (ωB97M-V/def2-TZVPD) results for a single C2H4F4Si molecule at a distorted geometry.

```
! wB97M-V def2-TZVPD RIJCOSX def2/J DEFGRID3
* xyz 0 1
C 1.327 0.243 -0.706
C 0.468 0.070 0.582
F 0.501 1.369 1.217
F -2.478 0.468 1.092
F -1.732 -1.977 0.384
F -1.919 -0.170 -1.316
Si -1.509 -0.374 0.205
H 0.650 0.423 -1.591
H 1.876 1.173 -0.366
H 1.914 -0.643 -0.742
H 0.902 -0.581 1.242
*
```

E_LUMO, eV: 0.7216
Kohn-Sham gap, eV: 12.11
HOMO, eV: -11.39
E, hartree: -767.7424
SMILES: C[C@@H](F)[Si](F)(F)F


DFT (ωB97M-V/def2-TZVPD) results for a molecular structure, C2H4F6N3O14S6Sr at a distorted geometry.

```
! wB97M-V def2-TZVPD RIJCOSX def2/J DEFGRID3
* xyz -3 1
Sr -0.104 -0.264 0.380
O -2.020 0.781 4.128
C -2.733 1.978 4.356
C -4.285 1.911 4.642
O -4.760 0.903 5.563
H -2.541 2.585 3.471
H -2.321 2.517 5.209
H -4.751 1.818 3.661
H -4.658 2.924 4.792
N -0.081 -3.764 -1.464
S 0.150 -4.247 -2.887
O -0.998 -4.546 -3.733
O 1.496 -4.692 -3.302
F 0.399 -2.711 -3.255
S -0.121 -5.361 -0.978
O 1.167 -6.086 -0.975
O -1.350 -6.099 -1.144
F -0.219 -4.846 0.519
N 3.832 -0.458 0.211
S 4.764 -1.781 0.570
O 5.916 -1.546 1.445
O 4.918 -2.809 -0.422
F 3.787 -2.447 1.600
S 4.853 0.219 -0.690
O 4.900 -0.311 -2.029
O 6.094 0.728 -0.066
F 3.944 1.541 -0.883
N -1.339 2.862 -1.742
S -1.017 4.549 -1.440
O -2.084 5.347 -0.780
O -0.111 5.191 -2.393
F -0.048 4.436 -0.162
S -2.369 3.132 -2.781
O -1.857 3.514 -4.083
O -3.747 3.506 -2.411
F -2.707 1.526 -2.927
*
```

E_LUMO, eV: 3.4700
Kohn-Sham gap, eV: 2.71
HOMO, eV: 0.76
E, hartree: -4314.9317


DFT (ωB97M-V/def2-TZVPD) results for a gas-phase ion, C2H4FN2O (charge +1) at a distorted geometry.

```
! wB97M-V def2-TZVPD RIJCOSX def2/J DEFGRID3
* xyz 1 1
C -1.882 0.192 -0.079
C 1.704 0.386 0.003
N -0.669 0.172 -0.511
N -1.447 -0.936 0.244
O 0.394 0.664 0.422
F 1.894 -0.978 -0.048
H -2.630 0.841 0.103
H 2.026 0.741 -1.042
H 2.195 0.807 0.853
H -1.583 -1.890 0.056
*
```

E_LUMO, eV: -7.0418
Kohn-Sham gap, eV: 9.53
HOMO, eV: -16.58
E, hartree: -362.7161
SMILES: FCON1C=[NH+]1


DFT (ωB97M-V/def2-TZVPD) results for a molecular structure, C2H4FNO at a distorted geometry.

```
! wB97M-V def2-TZVPD RIJCOSX def2/J DEFGRID3
* xyz 0 1
C 0.010 -0.196 0.810
C 0.180 -0.087 -0.793
N 1.118 -0.750 0.053
O 2.316 -0.775 0.037
F 3.066 0.698 -0.084
H 0.257 0.731 1.308
H -0.629 -0.823 1.466
H -0.324 -0.592 -1.612
H 0.713 0.820 -0.980
*
```

E_LUMO (alpha / beta), eV: -0.1118 / -0.1134
Kohn-Sham gap (alpha / beta), eV: 10.23 / 10.23
HOMO (alpha / beta), eV: -10.34 / -10.35
E, hartree: -308.2278